i:
Entry from the Open Molecules 2025 dataset: a single C17H29N5O7 molecule (the ωB97M-V functional and the def2-TZVPD basis).

Each line ends with the Mulliken charge.
Geometry (Å):
C: 0.414 4.863 0.863  -0.740
O: 1.453 4.000 0.428  -0.359
C: 1.131 3.248 -0.737  -0.521
C: 2.268 2.263 -1.051  -0.507
O: 2.501 1.414 0.077  -0.438
C: 3.398 0.312 -0.168  -0.732
C: 2.685 -0.856 -0.882  0.842
O: 3.321 -1.656 -1.564  -0.707
N: 1.358 -0.946 -0.716  0.520
C: 0.470 -1.949 -1.321  -2.241
C: -0.580 -1.365 -2.324  2.357
O: 0.027 -0.691 -3.431  -0.458
C: 0.914 -1.442 -4.260  -0.751
C: -1.624 -2.399 -2.789  -0.953
C: -2.968 -2.026 -2.137  -0.940
N: -2.597 -1.023 -1.136  0.110
C: -2.795 -1.257 0.186  0.524
O: -3.530 -2.156 0.591  -0.719
C: -2.120 -0.320 1.201  0.453
C: -2.456 -0.577 2.694  -0.741
C: -1.575 0.227 3.679  -0.947
N: -0.166 -0.154 3.572  0.348
C: 0.835 0.390 2.798  0.164
O: 0.590 1.455 1.979  -0.367
N: 1.964 -0.251 2.910  -0.055
N: 1.742 -1.288 3.820  -0.948
C: 0.493 -1.200 4.174  0.498
O: -0.152 -2.038 5.036  -0.491
C: -1.440 -0.285 -1.649  -1.203
H: 0.742 5.410 1.748  0.252
H: 0.152 5.595 0.097  0.346
H: -0.482 4.302 1.134  0.260
H: 0.206 2.688 -0.586  0.154
H: 0.975 3.915 -1.586  0.589
H: 1.995 1.682 -1.934  0.286
H: 3.180 2.811 -1.293  0.447
H: 4.268 0.628 -0.746  0.402
H: 3.771 -0.060 0.786  0.377
H: 0.972 -0.287 -0.059  -0.214
H: 1.037 -2.744 -1.810  0.528
H: -0.052 -2.456 -0.508  0.478
H: 1.201 -0.833 -5.116  0.307
H: 1.832 -1.712 -3.739  0.257
H: 0.454 -2.352 -4.644  0.316
H: -1.753 -2.381 -3.871  0.441
H: -1.329 -3.412 -2.512  0.374
H: -3.584 -1.549 -2.902  0.370
H: -3.530 -2.882 -1.752  0.366
H: -1.054 -0.476 1.060  -0.324
H: -2.353 0.712 0.939  0.384
H: -3.507 -0.337 2.870  0.405
H: -2.363 -1.643 2.923  0.302
H: -1.650 1.299 3.489  0.346
H: -1.894 0.062 4.710  0.437
H: 1.419 1.670 1.514  0.568
H: 0.506 -2.686 5.307  0.378
H: -0.906 0.351 -0.944  -0.204
H: -1.811 0.393 -2.418  0.375

The SMILES is COCCOCC(=O)NC[C@@]1(OC)CCN(C(=O)CCCn2c(O)nnc2O)C1. As for the molecular weight: 415.45 g/mol. Its frontier orbital gap is 9.3 eV. As for the net charge: 0. The value obtained for the LUMO energy is 0.0202 Ha. The spin multiplicity is 1.



ii:
Entry from the Open Molecules 2025 dataset: a single C17H29N5O7 molecule (the ωB97M-V functional and the def2-TZVPD basis).

Each line ends with the Mulliken charge.
Geometry (Å):
C: -1.445 3.018 -3.192  -0.956
O: -0.738 1.786 -3.120  -0.443
C: -1.224 0.803 -4.035  -0.744
C: -0.454 -0.517 -3.871  -0.688
O: -0.672 -1.041 -2.564  -0.284
C: 0.182 -2.147 -2.236  -0.338
C: 0.067 -2.496 -0.741  0.403
O: 0.882 -3.249 -0.215  -0.718
N: -0.953 -1.968 -0.052  0.104
C: -1.197 -2.161 1.381  -1.817
C: -2.077 -1.038 2.011  1.786
O: -3.333 -0.932 1.328  -0.496
C: -4.202 -2.062 1.344  -0.780
C: -2.263 -1.179 3.526  -1.264
C: -1.180 -0.321 4.208  -0.782
N: -0.552 0.385 3.083  0.079
C: 0.794 0.538 3.033  0.508
O: 1.514 0.299 4.002  -0.725
C: 1.424 1.096 1.745  -0.007
C: 2.926 1.466 1.842  -0.654
C: 3.470 2.203 0.598  -1.034
N: 3.348 1.393 -0.614  0.366
C: 2.323 1.336 -1.531  0.319
O: 1.201 2.100 -1.379  -0.482
N: 2.558 0.490 -2.496  -0.067
N: 3.800 -0.088 -2.223  -0.907
C: 4.223 0.460 -1.120  0.569
O: 5.399 0.179 -0.490  -0.493
C: -1.399 0.327 1.887  -1.020
H: -1.025 3.724 -2.474  0.316
H: -1.366 3.468 -4.183  0.309
H: -2.501 2.888 -2.949  0.331
H: -2.286 0.618 -3.864  0.375
H: -1.114 1.159 -5.061  0.425
H: -0.789 -1.241 -4.616  0.415
H: 0.605 -0.334 -4.056  0.399
H: -0.103 -3.026 -2.815  0.354
H: 1.227 -1.919 -2.449  0.300
H: -1.593 -1.382 -0.571  0.388
H: -1.651 -3.140 1.540  0.526
H: -0.245 -2.203 1.917  0.499
H: -5.151 -1.788 0.884  0.300
H: -3.796 -2.895 0.769  0.273
H: -4.416 -2.406 2.356  0.321
H: -3.249 -0.803 3.806  0.449
H: -2.221 -2.218 3.855  0.369
H: -1.711 0.362 4.874  0.320
H: -0.507 -0.990 4.752  0.324
H: 1.296 0.336 0.973  0.013
H: 0.854 1.977 1.451  0.417
H: 3.089 2.097 2.719  0.387
H: 3.516 0.563 2.021  0.282
H: 2.928 3.136 0.431  0.347
H: 4.522 2.464 0.729  0.438
H: 0.565 1.848 -2.076  0.704
H: 5.790 -0.545 -0.987  0.379
H: -0.913 0.489 0.925  0.293
H: -2.180 1.083 1.991  0.315

The SMILES is COCCOCC(=O)NC[C@@]1(OC)CCN(C(=O)CCCn2c(O)nnc2O)C1. As for the molecular weight: 415.45 g/mol. Its frontier orbital gap is 9.0 eV. As for the net charge: 0. The value obtained for the LUMO energy is 0.0204 Ha. The spin multiplicity is 1.



ii is favored, and the nearest alternative lies 12.6 kJ/mol above it.



i:
Entry from the Open Molecules 2025 dataset: 2 unconnected molecules or ions with the total composition H4N4O (the ωB97M-V functional and the def2-TZVPD basis).

Each line ends with the Mulliken charge.
Geometry (Å):
H: -1.793 -2.478 -0.159  0.252
N: -2.621 -1.860 -0.009  -0.632
N: -2.503 -0.675 0.208  0.489
N: -2.535 0.393 -0.234  0.412
O: -2.762 1.511 0.107  -0.526
N: 0.549 0.605 -0.024  -0.664
H: 0.044 1.444 0.218  0.226
H: 1.529 0.852 -0.069  0.222
H: 0.470 0.005 0.800  0.222

The SMILES is [H]/N=N/N=O.N. As for the molecular weight: 76.06 g/mol. Its frontier orbital gap is 8.8 eV. As for the net charge: 0. The value obtained for the LUMO energy is -0.0156 Ha. The spin multiplicity is 1.



ii:
Entry from the Open Molecules 2025 dataset: 2 unconnected molecules or ions with the total composition H4N4O (the ωB97M-V functional and the def2-TZVPD basis).

Each line ends with the Mulliken charge.
Geometry (Å):
N: 2.381 -0.303 -0.217  0.057
N: -0.790 0.989 -0.168  -0.715
N: -1.148 -1.232 0.075  -0.679
N: -1.478 -0.029 0.121  0.667
O: 3.406 0.318 -0.039  -0.282
H: -1.258 1.783 -0.216  0.184
H: 1.481 -0.139 0.359  0.171
H: -0.058 -1.372 -0.118  0.320
H: -2.536 -0.015 0.204  0.278

As for the molecular weight: 76.06 g/mol. Its frontier orbital gap (alpha / beta) is 8.9 / 8.9 eV. As for the net charge: 0. The value obtained for the LUMO energy (alpha / beta) is -0.0055 / -0.0054 Ha. The spin multiplicity is 1.



iii:
Entry from the Open Molecules 2025 dataset: a molecular structure, H4N4O (the ωB97M-V functional and the def2-TZVPD basis).

Each line ends with the Mulliken charge.
Geometry (Å):
N: 1.654 0.410 -0.296  0.248
N: -1.451 0.597 0.106  -0.545
N: 0.427 -0.820 0.145  -0.328
N: -0.848 -0.725 -0.083  -0.147
O: 2.705 0.107 0.123  -0.271
H: -0.868 1.181 0.733  0.264
H: -1.289 1.044 -0.716  0.237
H: 0.708 -0.815 1.145  0.267
H: -1.038 -0.979 -1.158  0.276

As for the molecular weight: 76.06 g/mol. Its frontier orbital gap is 8.0 eV. As for the net charge: 0. The value obtained for the LUMO energy is -0.0092 Ha. The spin multiplicity is 1.



i is favored, and the nearest alternative lies 24.9 kJ/mol above it.



i:
Entry from the Open Molecules 2025 dataset: a single C4H6FN3 molecule (the ωB97M-V functional and the def2-TZVPD basis).

Each line ends with the Mulliken charge.
Geometry (Å):
C: 1.072 -0.420 1.446  -1.055
C: 0.472 -1.291 0.386  0.329
F: -0.260 -2.362 0.813  -0.259
N: -0.649 -0.257 -0.426  1.022
N: -1.640 -0.791 -1.014  -0.803
C: -2.183 0.162 -1.826  -0.136
C: -1.429 1.272 -1.640  -0.332
N: -0.419 1.011 -0.769  -0.794
H: 2.051 -0.892 1.948  0.297
H: 1.361 0.507 0.919  0.364
H: 0.233 -0.205 2.087  0.328
H: 1.207 -1.653 -0.306  0.287
H: -2.940 -0.284 -2.456  0.401
H: -1.622 2.180 -2.213  0.350

The SMILES is C[C@@H](F)n1nccn1. As for the molecular weight: 115.11 g/mol. Its frontier orbital gap is 11.0 eV. As for the net charge: 0. The value obtained for the LUMO energy is 0.0367 Ha. The spin multiplicity is 1.



ii:
Entry from the Open Molecules 2025 dataset: a single C4H6FN3 molecule (the ωB97M-V functional and the def2-TZVPD basis).

Each line ends with the Mulliken charge.
Geometry (Å):
H: -0.609 0.317 -2.530  0.240
N: -0.995 0.550 -1.630  -0.722
C: -0.460 -0.116 -0.641  0.155
C: 0.838 -0.994 -0.732  0.589
F: 1.498 -0.450 -1.837  -0.309
C: 1.395 -0.877 0.748  -0.823
C: 0.351 -0.306 1.376  -0.052
N: -0.735 0.211 0.667  0.151
N: -1.188 1.551 1.007  -0.780
H: 0.556 -2.059 -0.914  0.237
H: 2.068 -1.503 1.242  0.340
H: 0.052 -0.303 2.490  0.346
H: -0.604 2.305 0.319  0.301
H: -2.167 1.674 0.436  0.328

The SMILES is [H]/N=C1\[C@@H](F)C=CN1N. As for the molecular weight: 115.11 g/mol. Its frontier orbital gap is 10.1 eV. As for the net charge: 0. The value obtained for the LUMO energy is 0.0323 Ha. The spin multiplicity is 1.



i is favored, and the nearest alternative lies 85.1 kJ/mol above it.



i:
Entry from the Open Molecules 2025 dataset: 2 unconnected molecules or ions with the total composition H4NP (the ωB97M-V functional and the def2-TZVPD basis).

Each line ends with the Mulliken charge.
Geometry (Å):
N: 0.685 0.312 -0.136  -0.621
P: -0.907 -0.367 -0.046  0.024
H: 1.030 0.933 -1.385  0.268
H: 1.485 -0.250 -0.061  0.252
H: -1.445 0.707 0.654  0.036
H: -0.848 -1.335 0.974  0.040

As for the molecular weight: 49.01 g/mol. Its frontier orbital gap is 8.8 eV. As for the net charge: 0. The value obtained for the LUMO energy is 0.0184 Ha. The spin multiplicity is 1.



ii:
Entry from the Open Molecules 2025 dataset: 2 unconnected molecules or ions with the total composition H4NP (the ωB97M-V functional and the def2-TZVPD basis).

Each line ends with the Mulliken charge.
Geometry (Å):
N: -0.131 0.837 -0.066  -0.679
P: 0.862 -2.411 0.485  -0.035
H: 0.571 1.591 -0.092  0.224
H: -1.028 1.310 -0.116  0.210
H: -0.227 -1.584 0.676  0.031
H: -0.046 0.257 -0.887  0.249

As for the molecular weight: 49.01 g/mol. Its frontier orbital gap (alpha / beta) is 7.4 / 7.3 eV. As for the net charge: 0. The value obtained for the LUMO energy (alpha / beta) is -0.0428 / -0.0428 Ha. The spin multiplicity is 1.



i is favored, and the nearest alternative lies 37.3 kJ/mol above it.